#1
DFT (ωB97M-V with the def2-TZVPD basis set) results for a single C19H19N3O3S molecule.

Last column: Mulliken charge in e.
Atoms and positions in Å:
C 3.90 4.18 -2.98  -0.8155
H 4.19 5.21 -3.19  0.2322
O 2.81 3.91 -3.84  -0.4470
C 2.25 2.67 -3.79  0.6733
C 1.19 2.45 -4.67  -0.6841
C 0.55 1.23 -4.70  -0.5093
C 0.95 0.19 -3.87  0.5684
C 2.00 0.41 -2.99  -0.4036
C 2.64 1.64 -2.95  -0.6079
H 3.45 1.77 -2.25  0.3730
H 2.33 -0.36 -2.31  0.2825
N 0.32 -1.05 -3.99  -0.2837
H -0.59 -0.98 -4.44  0.2612
C 0.34 -2.00 -2.90  -1.1283
C -0.22 -1.44 -1.64  1.0334
N 0.38 -1.20 -0.53  -0.8886
N -0.50 -0.62 0.30  0.2791
C -1.62 -0.53 -0.36  0.2399
S -3.09 0.14 0.21  -0.1797
C -2.55 0.33 1.94  -0.5707
C -2.15 -1.01 2.53  0.3309
O -2.72 -2.03 2.21  -0.5633
C -1.11 -0.97 3.58  0.7485
C -1.26 -1.80 4.69  -0.6819
C -0.31 -1.80 5.69  -0.5873
C 0.81 -0.99 5.61  0.9925
C 0.97 -0.19 4.48  -0.9222
C 0.03 -0.17 3.48  -0.2889
H 0.20 0.42 2.59  0.2965
H 1.86 0.42 4.39  0.3602
C 1.83 -0.97 6.70  -1.4110
H 1.66 -0.12 7.36  0.2770
H 2.84 -0.88 6.29  0.3607
H 1.78 -1.88 7.30  0.3695
H -0.45 -2.44 6.55  0.3399
H -2.13 -2.44 4.75  0.4195
H -1.75 1.07 1.98  0.2924
H -3.42 0.71 2.48  0.4117
O -1.52 -1.02 -1.60  -0.3281
H -0.24 -2.88 -3.20  0.4676
H 1.37 -2.31 -2.70  0.3161
H -0.27 1.07 -5.39  0.3097
H 0.88 3.25 -5.32  0.4087
H 4.74 3.52 -3.18  0.3303
H 3.61 4.10 -1.93  0.3265

Calculated values
* total charge: 0
* LUMO energy: 0.46 eV
* highest occupied orbital energy: -0.2794 Ha
* orbital gap: 8.066 eV
* SMILES: COc1ccc(NCc2nnc(SCC(=O)c3ccc(C)cc3)o2)cc1

=====

#2
DFT (ωB97M-V with the def2-TZVPD basis set) results for a single C19H19N3O3S molecule.

Last column: Mulliken charge in e.
Atoms and positions in Å:
C 4.52 -2.52 2.04  -1.5108
C 3.83 -1.82 0.91  0.9027
C 4.30 -0.59 0.45  -0.5768
C 3.68 0.06 -0.59  -0.5597
C 2.56 -0.50 -1.21  0.6146
C 2.09 -1.73 -0.77  -0.2219
C 2.73 -2.37 0.28  -0.9683
H 2.34 -3.33 0.61  0.3489
H 1.24 -2.20 -1.23  0.4122
O 2.01 0.25 -2.22  -0.4538
C 0.77 -0.15 -2.75  -0.7526
C -0.33 -0.29 -1.75  0.6547
N -1.34 -1.09 -1.88  -1.2413
N -2.12 -0.98 -0.79  -0.1078
C -1.55 -0.12 0.01  0.3190
N -0.40 0.37 -0.55  0.7857
C 0.49 1.31 0.03  -0.4107
C 0.82 2.46 -0.67  0.0229
C 1.71 3.36 -0.11  -0.8417
C 2.26 3.11 1.14  -0.4869
C 1.92 1.96 1.83  -0.9975
C 1.03 1.05 1.28  0.2098
H 0.77 0.15 1.80  0.5661
H 2.34 1.76 2.80  0.3996
H 2.96 3.81 1.57  0.4188
H 1.97 4.26 -0.65  0.4111
H 0.38 2.65 -1.64  0.4600
S -2.18 0.41 1.53  -0.1987
C -3.84 -0.34 1.39  0.3305
C -4.38 0.01 0.01  0.4173
O -4.22 1.07 -0.53  -0.5718
O -5.13 -0.96 -0.50  -0.4479
H -5.41 -0.73 -1.40  0.3759
C -3.82 -1.83 1.68  -1.3921
H -3.37 -2.01 2.65  0.3613
H -4.83 -2.22 1.67  0.3633
H -3.24 -2.34 0.91  0.3245
H -4.44 0.20 2.13  0.4667
H 0.51 0.63 -3.48  0.3754
H 0.85 -1.11 -3.29  0.3303
H 4.04 1.01 -0.95  0.4669
H 5.17 -0.15 0.92  0.3770
H 4.69 -1.83 2.87  0.3509
H 5.48 -2.90 1.72  0.3228
H 3.92 -3.35 2.40  0.3516

Calculated values
* total charge: 0
* LUMO energy: 0.63 eV
* highest occupied orbital energy: -0.3117 Ha
* orbital gap: 9.113 eV
* SMILES: Cc1ccc(OCc2nnc(S[C@H](C)C(=O)O)n2-c2ccccc2)cc1

=====

Most stable structure - #2; separation to the second - 112.6 kJ/mol.

=====

#1
DFT (ωB97M-V with the def2-TZVPD basis set) results for a single C4H8O2S molecule.

Last column: Mulliken charge in e.
Atoms and positions in Å:
O -0.35 -0.74 2.54  -0.5721
C -0.74 0.15 1.83  0.3624
O -1.77 0.90 2.29  -0.4803
C -0.19 0.72 0.60  -0.3447
C 0.55 -0.34 -0.12  -0.5133
C 0.37 -0.16 -1.64  -0.6140
S 1.85 -0.93 -2.45  -0.2411
H -2.23 0.34 3.01  0.3553
H -0.96 1.28 -0.02  0.3206
H 0.57 1.60 0.94  0.2243
H 0.39 -1.42 0.16  0.3391
H 1.68 -0.24 0.15  0.3256
H -0.57 -0.57 -2.00  0.3926
H 0.41 0.94 -1.82  0.2919
H 1.00 -1.52 -3.46  0.1537

Calculated values
* total charge: 0
* LUMO energy: 0.60 eV
* highest occupied orbital energy: -0.3376 Ha
* orbital gap: 9.788 eV
* SMILES: O=C(O)CCCS

=====

#2
DFT (ωB97M-V with the def2-TZVPD basis set) results for 2 unconnected molecules or ions with the total composition C4H8O2S.

Last column: Mulliken charge in e.
Atoms and positions in Å:
C 1.80 -0.02 -0.22  0.5439
C -1.85 -0.99 -0.73  -0.3903
C 2.89 -1.00 0.09  -0.8519
C -1.98 1.64 0.31  -0.6415
O -2.32 -1.00 0.68  -0.2313
O 1.84 1.18 -0.17  -0.5321
S -3.00 0.19 -0.12  0.2701
H 0.85 -0.52 -0.43  0.0723
H -2.40 -1.84 -1.11  0.1461
H 2.40 -1.99 0.24  0.2983
H 3.42 -0.38 0.91  0.2674
H 3.67 -0.93 -0.78  0.2423
H -1.55 1.45 1.42  0.2403
H -2.62 2.59 0.39  0.3341
H -1.16 1.63 -0.48  0.2323

Calculated values
* total charge: 0
* LUMO energy: 0.43 eV
* highest occupied orbital energy: -0.3008 Ha
* orbital gap: 8.620 eV

=====

#3
DFT (ωB97M-V with the def2-TZVPD basis set) results for a single C4H8O2S molecule.

Last column: Mulliken charge in e.
Atoms and positions in Å:
O -0.38 0.44 2.58  -0.5566
C -1.03 0.84 1.60  0.5070
O -2.38 1.26 1.76  -0.4787
C -0.76 0.59 0.16  -0.6403
C 0.55 -0.19 -0.08  -0.3041
C 0.99 -0.49 -1.45  -0.6954
S 2.47 -1.67 -1.30  -0.2263
H -2.59 1.21 2.76  0.3539
H -1.70 0.44 -0.41  0.3613
H -0.55 1.65 -0.38  0.2505
H 0.37 -1.20 0.34  0.2771
H 1.37 0.26 0.57  0.3059
H 0.21 -0.81 -2.14  0.4164
H 1.52 0.33 -2.04  0.3035
H 1.90 -2.68 -1.97  0.1256

Calculated values
* total charge: 0
* LUMO energy: 0.66 eV
* highest occupied orbital energy: -0.3395 Ha
* orbital gap: 9.904 eV
* SMILES: O=C(O)CCCS

=====

Most stable structure - #1; separation to the second - 8.3 kJ/mol.